# C2HFO2

An isolated molecule of C2HFO2 (wB97M-V/def2-TZVPD, the Open Molecules 2025 dataset).

Properties
Highest occupied orbital energy = -9.39 eV
ΔE to the lowest compared entry with this formula, charge and spin = 256.8 kJ/mol
HOMO-LUMO gap = 10.072 eV
Max |F| = 4.19 eV/Å

Geometry as ORCA input:
```
! wB97M-V def2-TZVPD RIJCOSX def2/J DEFGRID3
* xyz 0 1
F -0.773 -1.105 1.148
C -0.044 1.033 -0.408
C 0.226 -0.640 0.396
O -0.496 0.009 -0.926
O 0.243 2.127 -0.194
H 0.843 -1.423 -0.016
*
```



# C2HFO2Yb

A structure of composition C2HFO2Yb (wB97M-V/def2-TZVPD, the Open Molecules 2025 dataset).

Properties
Highest occupied orbital energy (spin up / spin down) = -19.62 / -18.61 eV
⟨S²⟩ = 2.0276
HOMO-LUMO gap (spin up / spin down) = 9.245 / 5.474 eV
Max |F| = 4.99 eV/Å

Geometry as ORCA input:
```
! wB97M-V def2-TZVPD RIJCOSX def2/J DEFGRID3
* xyz 2 3
C -0.456 0.423 0.430
C -1.514 -0.116 -0.199
Yb 2.437 0.160 -1.019
H -0.387 0.609 1.498
O 1.830 -1.429 0.253
O -2.327 -0.838 -0.592
F 0.417 1.191 -0.372
*
```



# C2HFOPt

A structure of composition C2HFOPt (wB97M-V/def2-TZVPD, the Open Molecules 2025 dataset).

Properties
Highest occupied orbital energy (spin up / spin down) = -8.22 / -8.49 eV
⟨S²⟩ = 2.0162
ΔE to the lowest compared entry with this formula, charge and spin = 202.7 kJ/mol
HOMO-LUMO gap (spin up / spin down) = 7.508 / 6.547 eV
Max |F| = 9.61 eV/Å

Geometry as ORCA input:
```
! wB97M-V def2-TZVPD RIJCOSX def2/J DEFGRID3
* xyz 0 3
F -2.250 0.489 0.121
C -0.874 0.484 -0.065
C -0.247 -0.705 -0.149
H 1.385 -1.241 0.395
Pt 0.790 1.392 -0.110
O 1.195 -0.420 -0.191
*
```



# C2HFeO2

A structure of composition C2HFeO2 (wB97M-V/def2-TZVPD, the Open Molecules 2025 dataset).

Properties
Highest occupied orbital energy (spin up / spin down) = -15.54 / -14.99 eV
⟨S²⟩ = 12.0357
HOMO-LUMO gap (spin up / spin down) = 9.606 / 6.358 eV
Max |F| = 5.77 eV/Å

Geometry as ORCA input:
```
! wB97M-V def2-TZVPD RIJCOSX def2/J DEFGRID3
* xyz 1 7
O -1.143 0.990 -0.435
Fe 0.608 1.429 -0.301
O 1.382 -0.062 0.518
H -1.976 -2.107 0.832
C -1.637 -1.164 0.439
C -1.805 -0.047 -0.097
*
```



# C2HIN2O2

A cluster of 2 separate species, C2HIN2O2 in total (wB97M-V/def2-TZVPD, the Open Molecules 2025 dataset).

Properties
Highest occupied orbital energy (spin up / spin down) = -8.67 / -8.66 eV
ΔE to the lowest compared entry with this formula, charge and spin = 62.7 kJ/mol
HOMO-LUMO gap (spin up / spin down) = 8.086 / 8.085 eV
Max |F| = 5.98 eV/Å

Geometry as ORCA input:
```
! wB97M-V def2-TZVPD RIJCOSX def2/J DEFGRID3
* xyz 0 1
I -2.369 -1.210 0.213
C -0.461 -0.717 -0.154
H 2.258 -1.111 0.258
O -1.341 2.102 0.968
C -0.549 1.930 0.190
O 0.207 1.829 -0.620
N 1.712 -1.561 -0.534
N 0.541 -1.261 -0.321
*
```



# C2HInO4

A structure of composition C2HInO4 (wB97M-V/def2-TZVPD, the Open Molecules 2025 dataset).

Properties
Highest occupied orbital energy (spin up / spin down) = -15.94 / -16.06 eV
⟨S²⟩ = 0.7539
HOMO-LUMO gap (spin up / spin down) = 10.368 / 6.664 eV
Max |F| = 5.10 eV/Å

Geometry as ORCA input:
```
! wB97M-V def2-TZVPD RIJCOSX def2/J DEFGRID3
* xyz 1 2
O -1.915 1.069 -0.283
H -2.264 -0.920 0.148
O 0.223 -0.717 2.308
O -0.321 -0.435 -0.215
O 1.435 0.591 0.887
C -1.589 -0.098 -0.146
C 0.681 -0.274 1.309
In 0.902 1.113 -1.075
*
```



# C2HN2O2

A cluster of 2 separate species, C2HN2O2 in total (wB97M-V/def2-TZVPD, the Open Molecules 2025 dataset).

Properties
Highest occupied orbital energy (spin up / spin down) = -3.66 / -3.46 eV
ΔE to the lowest compared entry with this formula, charge and spin = 632.6 kJ/mol
HOMO-LUMO gap (spin up / spin down) = 5.763 / 5.321 eV
Max |F| = 4.66 eV/Å

Geometry as ORCA input:
```
! wB97M-V def2-TZVPD RIJCOSX def2/J DEFGRID3
* xyz -1 1
O -0.113 0.416 2.734
O -2.220 0.805 2.732
N -1.230 0.203 2.290
H -0.847 0.291 0.538
C -1.218 0.164 -0.402
N -1.548 -1.153 -2.481
C -1.318 -0.594 -1.411
*
```



# C2HN2P

A cluster of 2 separate species, C2HN2P in total (wB97M-V/def2-TZVPD, the Open Molecules 2025 dataset).

Properties
Highest occupied orbital energy (spin up / spin down) = -11.55 / -11.54 eV
ΔE to the lowest compared entry with this formula, charge and spin = 171.7 kJ/mol
HOMO-LUMO gap (spin up / spin down) = 8.422 / 8.421 eV
Max |F| = 3.97 eV/Å

Geometry as ORCA input:
```
! wB97M-V def2-TZVPD RIJCOSX def2/J DEFGRID3
* xyz 0 1
P -0.883 -0.057 0.867
C 0.767 -0.185 1.353
C -0.581 -0.437 -1.679
H -0.804 1.296 0.691
N -0.415 -0.361 -2.820
N 1.917 -0.255 1.588
*
```



| no. | energy (eV) |
| --- | --- |
| 1 | -8899.402 |
| 2 | -40407.508 |
| 3 | -10093.020 |
| 4 | -40557.016 |
| 5 | -17262.880 |
| 6 | -15444.566 |
| 7 | -9159.684 |
| 8 | -14355.060 |